Record 1
16
Properties=species:S:1:pos:R:3:forces:R:3 method="wB97M-V/def2-TZVPD" charge=0 smiles="OCCO.C=C" e_tot_ha=-308.779864 relative_energy_kj_mol=310.58 orbital_gap_ev=10.78 multiplicity=1 lumo_energy_ev=0.8
O 0.433 -0.883 -1.299 0.424 -0.767 0.577
O -2.438 0.750 -1.097 -0.510 0.026 0.114
C 1.915 -0.916 0.813 0.538 0.393 1.470
C 1.019 -0.046 1.279 0.758 -0.307 1.012
C -1.445 0.477 -0.117 0.381 -0.219 0.066
C -0.148 0.355 -0.959 -0.534 0.239 -1.397
H -1.394 1.314 0.609 0.154 -0.263 -0.271
H -1.693 -0.433 0.449 0.180 0.045 -0.246
H 1.805 -1.980 0.999 -0.134 0.021 -0.288
H 0.090 -0.388 1.726 0.204 0.022 0.079
H 1.117 -1.150 -0.642 -0.961 0.286 -0.718
H -3.306 0.783 -0.684 0.007 0.013 0.054
H 2.843 -0.588 0.355 -0.002 -0.001 0.134
H 1.203 1.020 1.306 -0.050 -0.062 -0.191
H 0.539 1.202 -0.791 0.037 -0.611 0.146
H -0.541 0.484 -1.948 -0.494 1.184 -0.543


Record 2
16
Properties=species:S:1:pos:R:3:forces:R:3 method="wB97M-V/def2-TZVPD" charge=0 smiles=COCCCO e_tot_ha=-308.854186 relative_energy_kj_mol=115.45 orbital_gap_ev=10.81 multiplicity=1 lumo_energy_ev=1.0
O 0.663 0.205 -0.970 -0.078 0.017 -0.054
O -1.208 1.473 0.551 0.058 0.172 -0.160
C 0.443 -0.803 0.006 -0.054 -0.189 0.142
C -1.062 -0.965 0.171 -0.024 0.043 -0.031
C 1.959 0.752 -0.927 0.231 0.110 -0.023
C -1.715 0.208 0.915 -0.117 -0.353 0.179
H 0.911 -0.508 0.957 -0.079 -0.005 -0.093
H -1.498 -1.078 -0.828 0.062 0.035 0.095
H 2.718 0.021 -1.235 -0.092 0.051 0.045
H -0.663 1.353 -0.241 -0.037 0.050 0.096
H -1.274 -1.892 0.719 0.034 0.127 -0.083
H -1.560 0.084 1.997 0.004 0.032 -0.165
H 0.910 -1.744 -0.323 -0.044 0.113 0.041
H -2.800 0.185 0.739 0.109 -0.054 0.061
H 1.976 1.598 -1.617 0.040 -0.125 0.073
H 2.199 1.110 0.085 -0.011 -0.024 -0.122